Here is a molecular structure, C3H4ClO2S from OMol25. Energies are from wB97M-V/def2-TZVPD.

CARTESIAN COORDINATES (ANGSTROEM)
C  -0.954  -0.900  0.570
C  1.474  0.582  0.279
C  -0.517  0.355  -0.160
O  -1.200  -1.860  -0.181
O  -1.140  -0.826  1.732
S  -0.704  0.193  -1.913
Cl  -1.223  1.883  0.493
H  1.399  0.364  1.363
H  1.565  1.472  -0.220
H  1.987  -0.031  -0.497
H  -0.688  -1.232  -1.465

## Properties
LUMO level (eV): 3.48
Energy relative to the best compared isomer or geometry (same formula, charge and spin) (kcal per mole): 37.7
Net charge: -1
E_HOMO (eV): -4.2076
Orbital gap (eV): 7.69

Atom charges from the Löwdin analysis, given in e for atoms 1 to 2: -0.910, -0.026

Here is a molecular structure, C3H4ClO3Ti from OMol25. Energies are from wB97M-V/def2-TZVPD.

CARTESIAN COORDINATES (ANGSTROEM)
Ti  42.663  9.143  -1.042
Cl  38.781  9.359  -2.604
C  36.953  9.107  2.604
C  36.640  10.588  2.472
O  35.301  10.660  2.796
C  34.897  9.478  3.303
O  33.738  9.264  3.474
O  35.870  8.648  3.383
H  37.901  8.836  3.068
H  37.078  8.630  1.632
H  36.958  10.938  1.490
H  37.196  11.175  3.203

## Properties
Spin multiplicity: 4
LUMO level (spin up / spin down) (eV): -2.85 / -2.56
E_HOMO (spin up / spin down) (eV): -7.7468 / -7.7619
Orbital gap (spin up / spin down) (eV): 4.89 / 5.20

Atom charges from the Löwdin analysis, given in e for atoms 1 to 2: 0.810, -0.807

Here is 2 unconnected molecules or ions with the total composition C3H4ClO4 from OMol25. Energies are from wB97M-V/def2-TZVPD.

CARTESIAN COORDINATES (ANGSTROEM)
C  1.148  1.019  -0.095
C  -0.055  -1.207  0.094
C  1.157  -0.472  -0.378
O  0.079  1.790  -0.200
O  2.183  1.429  0.303
O  -0.753  -0.570  1.173
O  2.128  -0.965  -0.889
Cl  -2.862  1.448  -0.220
H  -0.713  -1.378  -0.857
H  0.311  -2.203  0.292
H  -1.649  -0.413  0.970
H  -0.972  1.521  -0.194

## Properties
LUMO level (eV): 3.62
Energy relative to the best compared isomer or geometry (same formula, charge and spin) (kcal per mole): 15.1
Net charge: -1
E_HOMO (eV): -5.5489
Orbital gap (eV): 9.17

Atom charges from the Löwdin analysis, given in e for atoms 1 to 2: -0.533, -0.174

no.,largest force on an atom (eV Å⁻¹)
1,5.10
2,3.69
3,3.36